{
  "formula": "C51H71AsAuN5O5Si3Te",
  "method": "ωB97M-V with the def2-TZVPD basis set",
  "symbols": ["Au", "C", "O", "C", "O", "N", "N", "H", "H", "H", "H", "H", "H", "C", "Si", "C", "C", "As", "Si", "C", "C", "C", "Si", "C", "C", "C", "H", "H", "H", "H", "H", "H", "H", "H", "H", "H", "H", "H", "H", "H", "H", "H", "H", "H", "H", "H", "H", "H", "H", "H", "H", "H", "H", "O", "C", "N", "C", "C", "O", "N", "C", "C", "C", "C", "C", "C", "C", "C", "C", "C", "C", "C", "H", "H", "H", "H", "H", "H", "H", "H", "H", "H", "H", "C", "C", "C", "C", "C", "C", "Te", "N", "C", "O", "C", "C", "C", "C", "C", "C", "C", "C", "C", "C", "C", "C", "C", "C", "C", "C", "C", "C", "H", "H", "H", "H", "H", "H", "H", "H", "H", "H", "H", "H", "H", "H", "H", "H", "H", "H", "H", "H", "H", "H", "H", "H", "H", "H", "H"],
  "xyz": [[-0.2174, 0.4869, -0.6497], [-0.0122, -0.3230, 4.4426], [-0.9880, -1.0803, 3.7124], [-0.9613, -0.9250, 2.3863], [-0.2027, -0.1666, 1.8096], [-1.8627, -1.7333, 1.7887], [-1.9920, -1.7103, 0.3962], [-0.0100, -0.7472, 5.4418], [-0.3017, 0.7259, 4.4768], [0.9685, -0.4132, 3.9796], [-2.5650, -2.1624, 2.3761], [-2.7967, -1.1391, 0.1076], [-2.0712, -2.6606, 0.0543], [-1.9664, 0.1317, -6.1335], [-2.1358, 0.1885, -4.2743], [-3.0589, 1.7286, -3.7707], [-3.0228, -1.3231, -3.6367], [0.0095, 0.1847, -3.2358], [1.1018, -1.8552, -3.8160], [0.8714, -2.2077, -5.6379], [0.3082, -3.2360, -2.8494], [2.9121, -1.7130, -3.3886], [1.3166, 1.9390, -4.1991], [1.3812, 1.7326, -6.0551], [3.0222, 1.8025, -3.4415], [0.5515, 3.5833, -3.7970], [-2.9534, -0.0814, -6.5492], [-1.2819, -0.6375, -6.4833], [-1.6365, 1.0875, -6.5372], [-3.8614, 1.9145, -4.4870], [-2.4348, 2.6205, -3.7349], [-3.5123, 1.5950, -2.7912], [-4.0216, -1.3690, -4.0746], [-3.1342, -1.2676, -2.5525], [-2.5052, -2.2483, -3.8894], [-0.1411, -2.5549, -5.8447], [1.5580, -3.0134, -5.9066], [1.0814, -1.3622, -6.2926], [-0.7795, -3.2112, -2.8914], [0.6087, -3.2050, -1.8058], [0.6424, -4.1881, -3.2669], [3.4863, -1.2664, -4.2003], [3.3076, -2.7137, -3.2061], [3.0561, -1.1215, -2.4858], [1.5688, 0.7103, -6.3842], [2.1832, 2.3599, -6.4491], [0.4466, 2.0669, -6.5048], [3.6405, 1.0611, -3.9453], [2.9497, 1.5091, -2.3914], [3.5264, 2.7694, -3.4954], [-0.4743, 3.6598, -4.1563], [1.1361, 4.3653, -4.2864], [0.5401, 3.7681, -2.7257], [-3.8150, 0.4522, -0.2128], [-3.2365, 1.5235, -0.2846], [-3.8266, 2.7366, -0.1172], [-2.9256, 3.8422, -0.3304], [-1.6274, 3.0468, -0.5890], [-0.5314, 3.5519, -0.7499], [-1.8946, 1.7212, -0.5679], [-2.7281, 4.6917, 0.9274], [-3.4220, 4.3966, 2.0942], [-3.2058, 5.1281, 3.2551], [-2.2864, 6.1625, 3.2674], [-1.5874, 6.4623, 2.1061], [-1.8044, 5.7344, 0.9484], [-3.3010, 4.6459, -1.5802], [-2.3681, 5.4454, -2.2362], [-2.7193, 6.1489, -3.3781], [-4.0065, 6.0670, -3.8862], [-4.9372, 5.2668, -3.2452], [-4.5837, 4.5584, -2.1068], [-4.8059, 2.8070, 0.0962], [-4.1293, 3.5802, 2.1185], [-3.7618, 4.8829, 4.1498], [-2.1156, 6.7314, 4.1705], [-0.8672, 7.2696, 2.0999], [-1.2338, 5.9752, 0.0664], [-1.3483, 5.4867, -1.8876], [-1.9773, 6.7587, -3.8750], [-4.2798, 6.6174, -4.7756], [-5.9431, 5.1848, -3.6318], [-5.3287, 3.9286, -1.6417], [6.8193, 6.4214, -1.0568], [5.8371, 5.3391, -0.7127], [4.5644, 5.6542, -0.2587], [3.6209, 4.6884, 0.0851], [2.2671, 5.1372, 0.5618], [4.0428, 3.3628, -0.0336], [2.5211, 1.9485, 0.4538], [1.8459, -0.0833, -0.4809], [2.3944, -0.6796, 0.5132], [3.1541, -0.0136, 1.3008], [2.3140, -2.1463, 0.7831], [1.1209, -2.8390, 0.6434], [1.0783, -4.1977, 0.9172], [2.2298, -4.8674, 1.3046], [3.4251, -4.1742, 1.4327], [3.4678, -2.8110, 1.1895], [2.5695, 2.3819, 2.5444], [1.3613, 2.7433, 3.1380], [0.0511, 2.9155, 2.4169], [1.3550, 3.0114, 4.5094], [2.4911, 2.9141, 5.2870], [2.4585, 3.1891, 6.7628], [3.6819, 2.5507, 4.6604], [3.7477, 2.2808, 3.3039], [5.0817, 1.9140, 2.7207], [5.2966, 2.9858, -0.5072], [5.7190, 1.5552, -0.6724], [6.1860, 4.0011, -0.8397], [6.3196, 7.3755, -1.2100], [7.3747, 6.1740, -1.9602], [7.5440, 6.5504, -0.2521], [4.2734, 6.6954, -0.1767], [2.0697, 6.1407, 0.1888], [2.2345, 5.1688, 1.6516], [1.4517, 4.4990, 0.2179], [0.2343, -2.3093, 0.3188], [0.1456, -4.7371, 0.8219], [2.1972, -5.9296, 1.5054], [4.3222, -4.6926, 1.7392], [4.3877, -2.2586, 1.3153], [0.0804, 2.6080, 1.3741], [-0.2570, 3.9622, 2.4421], [-0.7293, 2.3325, 2.9066], [0.4178, 3.3062, 4.9686], [1.4452, 3.3825, 7.1078], [3.0716, 4.0568, 7.0089], [2.8555, 2.3429, 7.3234], [4.5873, 2.4760, 5.2511], [5.7847, 1.6765, 3.5168], [5.4956, 2.7445, 2.1464], [5.0142, 1.0438, 2.0692], [4.8975, 0.8535, -0.5038], [6.5133, 1.3002, 0.0302], [6.0964, 1.3802, -1.6797], [7.1705, 3.7379, -1.2086]],
  "e_above_lowest_ev": 0.000,
  "max_force_ha_per_bohr": 0.0367,
  "homo_ev": [-9.70, -10.11],
  "homo_lumo_gap_ev": [6.805, 6.399],
  "total_charge": 1,
  "multiplicity": 2,
  "e_tot_ha": -6143.86207
}